P) # C4H11N2

The ion C4H11N2 with charge +1 (ωB97M-V/def2-TZVPD, the Open Molecules 2025 dataset).

Results
Lowest unoccupied orbital energy: -3.5 eV
Molecular weight: 87.15 g mol⁻¹
Net charge: +1
Highest occupied orbital energy: -14.15 eV

Each line ends with the Löwdin charge.
Geometry (Å):
C -1.115 -2.114 0.163  -0.0678
H -1.659 -2.859 -0.375  0.0728
H -1.771 -1.625 0.851  0.0587
H 0.908 0.959 -1.992  0.1427
H 2.437 2.459 -0.545  0.1128
H 0.216 -0.458 1.869  0.1922
H 1.041 0.997 1.359  0.1299
H -0.652 1.021 1.586  0.1916
N 1.476 2.187 -0.260  0.0129
H -0.259 -2.681 0.659  0.1081
C -0.704 -0.895 -0.713  -0.2032
H -0.565 -1.180 -1.695  0.1005
N 0.176 0.451 1.312  0.2223
C 0.221 0.084 -0.164  -0.2253
H -1.644 -0.323 -0.839  0.1399
H 0.912 3.014 -0.335  0.0894
C 0.982 0.964 -0.881  -0.0773


Q) # C4H11N2

The ion C4H11N2 with charge +1 (ωB97M-V/def2-TZVPD, the Open Molecules 2025 dataset).

Results
Lowest unoccupied orbital energy: -4.2 eV
Molecular weight: 87.15 g mol⁻¹
Net charge: +1
Highest occupied orbital energy: -12.18 eV

Each line ends with the Löwdin charge.
Geometry (Å):
C -0.539 -0.457 -0.108  -0.0746
H -0.455 -0.977 -1.079  0.1480
C 0.825 -0.240 0.497  -0.1851
H -3.705 0.143 -0.029  0.1810
C 1.666 0.626 -0.453  -0.3204
H -1.836 -1.220 1.394  0.1424
H 1.828 -0.113 -1.272  0.1153
C -1.733 -0.617 0.493  -0.0952
H 1.192 -1.270 0.668  0.1386
H 3.340 1.891 -0.371  0.0799
H 0.782 0.356 1.410  0.1225
H 3.475 0.450 0.458  0.0823
H -2.620 -0.054 -1.144  0.1688
H -3.414 -1.397 -0.573  0.1817
N 2.851 1.168 0.124  0.0171
H 1.009 1.407 -0.848  0.1193
N -2.965 -0.517 -0.287  0.1785


Structures ranked by computed energy, the most stable listed first: P), Q).


P) # C17H20N2O5

The molecule C17H20N2O5 (ωB97M-V/def2-TZVPD, the Open Molecules 2025 dataset).

Results
Lowest unoccupied orbital energy: -0.6 eV
Molecular weight: 332.36 g mol⁻¹
Net charge: 0
Highest occupied orbital energy: -9.20 eV

Each line ends with the Löwdin charge.
Geometry (Å):
H 1.206 1.543 1.971  0.1337
H 6.344 -2.690 1.271  0.0753
C -6.058 2.598 -2.104  0.0074
N -4.364 4.240 -2.751  -0.3620
H 2.153 -1.563 -0.285  0.1578
O -3.200 4.579 -2.703  0.0815
N 0.296 -0.081 1.079  -0.0521
H -6.794 3.193 -2.620  0.1193
C 3.083 0.240 0.489  -0.1440
H 0.092 1.964 0.669  0.1115
O 3.961 -1.899 2.402  0.1223
O 3.754 -3.104 0.519  0.0081
H 4.559 -4.206 2.064  0.1224
H 6.831 -4.372 1.027  0.0773
C 4.709 -4.059 0.990  -0.2111
C 0.851 1.247 0.976  -0.1514
C -3.100 0.286 -0.084  -0.0156
O -5.239 4.857 -3.320  0.0858
C -6.392 1.424 -1.453  -0.0531
H -7.416 1.083 -1.455  0.1099
H 6.269 -3.407 -0.347  0.0775
H 0.724 -2.002 1.685  0.1337
H 4.479 -4.979 0.450  0.1232
C -4.082 1.100 -0.779  -0.1921
C 3.475 -2.074 1.315  -0.4810
C 2.457 -1.147 0.679  -0.1889
C -4.732 3.015 -2.083  -0.1419
O -1.297 -1.653 0.842  0.0531
C -0.918 -0.508 0.651  -0.4481
H 3.492 0.570 1.447  0.1255
C 6.134 -3.600 0.715  -0.0616
H 1.682 0.946 -0.988  0.1193
H -5.691 -0.226 -0.294  0.1176
C -1.777 0.467 -0.067  0.0175
H -3.491 -0.558 0.470  0.1221
C -5.420 0.689 -0.798  -0.0129
H -2.739 2.660 -1.445  0.1184
C -3.750 2.285 -1.433  0.0623
C 1.237 -1.041 1.608  -0.0861
H 2.465 2.235 -0.062  0.1143
H -1.302 1.257 -0.626  0.0981
C 2.033 1.236 0.004  -0.1591
H 1.571 -0.728 2.602  0.1420
H 3.905 0.181 -0.228  0.1243


Q) # C17H20N2O5

The molecule C17H20N2O5 (ωB97M-V/def2-TZVPD, the Open Molecules 2025 dataset).

Results
Lowest unoccupied orbital energy: 0.1 eV
Molecular weight: 332.36 g mol⁻¹
Net charge: 0
Highest occupied orbital energy: -8.25 eV

Each line ends with the Löwdin charge.
Geometry (Å):
H -6.307 -2.563 -0.310  0.1033
C 1.649 -1.577 2.097  -0.0923
H -4.841 -3.787 1.221  0.1018
C 3.858 1.103 0.690  -0.1898
O -2.926 0.353 -1.186  0.1211
O 0.432 1.432 -0.638  0.0758
C -4.455 -2.919 0.709  -0.0810
N -0.242 -0.851 0.841  0.1701
C -0.329 3.294 -2.406  -0.2086
H 3.009 1.751 0.426  0.1206
C -3.155 -2.526 0.930  -0.0023
C -1.656 0.369 -0.684  -0.0873
C 3.396 0.100 1.749  -0.1542
H 3.650 -2.078 0.249  0.1330
O -1.196 2.247 -1.973  0.0270
O -0.402 -2.832 1.989  0.0779
H -1.336 4.822 -1.270  0.0796
H 2.008 -1.980 -0.443  0.1309
H 0.464 -0.139 0.613  0.1199
C 0.216 -1.853 1.640  -0.4284
H 2.459 0.278 -1.307  0.1085
H 3.736 -0.836 -1.896  0.1275
C 2.820 -1.396 -0.007  -0.1475
C -1.444 -0.677 0.203  -0.0612
C -2.681 -1.400 0.254  -0.0625
C -0.706 1.388 -1.079  -0.4076
C -4.853 -1.106 -0.846  0.0058
H 4.252 -0.522 2.063  0.1311
H 0.084 4.134 -0.468  0.0738
H 4.687 1.708 1.062  0.1259
H 3.010 0.637 2.617  0.1263
H -0.723 3.601 -3.377  0.1253
C -0.324 4.456 -1.423  -0.0582
O 4.329 0.445 -0.463  -0.1260
H 2.156 -2.542 2.250  0.1372
H -5.487 -0.558 -1.523  0.1172
H 0.684 2.894 -2.524  0.1217
C -3.542 -0.705 -0.626  -0.1951
C 3.309 -0.355 -1.015  -0.1870
N 2.330 -0.699 1.172  -0.2027
C -5.294 -2.221 -0.165  -0.0780
H 0.291 5.261 -1.815  0.0778
H 1.577 -1.084 3.072  0.1364
H -2.506 -3.067 1.598  0.0943


Structures ranked by computed energy, the most stable listed first: Q), P).


P) # C3H10NOS

A cluster of 2 separate species, C3H10NOS in total (ωB97M-V/def2-TZVPD, the Open Molecules 2025 dataset).

Results
Lowest unoccupied orbital energy: 3.5 eV
Molecular weight: 108.19 g mol⁻¹
Net charge: -1
Highest occupied orbital energy: -2.82 eV

Each line ends with the Löwdin charge.
Geometry (Å):
H 1.030 -2.762 1.724  0.0200
H -0.644 0.775 -2.709  0.0088
H -1.353 -1.178 1.468  0.0713
S -0.271 2.508 -1.138  0.6593
C 1.322 2.096 -0.333  -0.4306
H -0.338 -2.616 2.666  0.0075
H 1.477 1.020 -0.132  0.0065
H -0.856 -2.005 -0.019  0.0626
N 0.021 -2.729 1.726  -0.0478
C -0.453 -1.536 0.922  -0.6121
C -0.972 0.901 -1.683  -0.4135
H -2.056 1.063 -1.684  0.0126
H 1.272 2.617 0.616  0.0092
O 0.504 -0.663 0.587  -0.3464
H -0.758 0.142 -0.937  -0.0094
H 2.073 2.367 -1.074  0.0020


Q) # C3H10NOS

A cluster of 2 separate species, C3H10NOS in total (ωB97M-V/def2-TZVPD, the Open Molecules 2025 dataset).

Results
Lowest unoccupied orbital energy: 3.8 eV
Molecular weight: 108.19 g mol⁻¹
Net charge: -1
Highest occupied orbital energy: -2.59 eV

Each line ends with the Löwdin charge.
Geometry (Å):
C -0.249 0.324 1.682  -0.7482
H -0.224 2.263 0.668  0.0943
C -0.075 1.198 0.436  -0.3331
C -1.024 0.798 -0.678  -0.3413
O 1.478 -0.981 -1.725  -0.1467
H -2.037 1.091 -0.422  0.0963
N -0.585 1.377 -1.960  -0.0306
H 0.944 1.055 0.069  0.0905
H 1.198 -1.221 -0.819  -0.0878
S 0.201 -1.422 1.385  0.1878
H -1.267 1.193 -2.675  0.0530
H 0.886 -0.248 -1.965  -0.0266
H 0.393 0.728 2.472  0.0265
H -0.511 2.389 -1.883  0.0603
H -1.291 0.394 2.032  0.0344
H -1.000 -0.302 -0.779  0.0711


Structures ranked by computed energy, the most stable listed first: Q), P).